17
Properties=species:S:1:pos:R:3:forces:R:3 method="wB97M-V/def2-TZVPD" homo_ev=-8.97 e_lumo_ev=-0.5 e_above_lowest_kcal_mol=109.8 homo_lumo_gap_ha=0.3110
C -1.95568 -0.28804 0.62097 -0.0598 -0.0079 0.0777
C -1.30831 0.24609 -0.65490 -0.1030 0.1142 0.0526
C -0.00022 1.02305 -0.40155 0.0352 -0.0214 -0.0588
C 1.02831 -0.06323 -0.15278 -0.2447 -0.1266 -0.4645
C 2.38185 0.10497 0.40839 0.3130 0.0421 -0.0490
O 1.33210 -0.34333 1.23450 -0.0467 -0.1170 0.2884
C 0.92238 -1.14239 -1.13145 0.0611 0.1468 0.3394
H -1.22408 -0.79749 1.26296 -0.1636 0.1203 -0.1724
H -2.39649 0.53201 1.20110 0.0733 -0.1606 -0.0630
H -2.75130 -1.00323 0.37809 0.1251 0.1729 0.0973
H -2.02838 0.82440 -1.24450 0.0974 0.0187 0.1620
H 0.27752 1.61509 -1.28007 -0.0192 -0.1642 0.0937
H -0.07149 1.69771 0.46188 0.0188 -0.1799 -0.1594
H 3.14998 -0.63863 0.18164 -0.1104 0.1381 0.0675
H 2.75784 1.11474 0.58269 -0.1252 -0.1403 -0.0489
H 0.84096 -2.09820 -0.57046 0.2574 0.1163 -0.0718
H -1.03199 -0.60482 -1.30304 -0.1087 0.0485 -0.0908

10
Properties=species:S:1:pos:R:3:forces:R:3 method="wB97M-V/def2-TZVPD" homo_ev="-7.84 / -9.26" spin_multiplicity=3 s2=2.044 e_lumo_ev="-0.3 / -2.0" homo_lumo_gap_ha="0.2783 / 0.2661"
C 0.44907 -0.76527 -0.28831 1.9713 2.3308 -1.9176
C 0.26252 0.55536 -0.44568 -3.9583 -0.4087 2.7154
C 1.28104 1.30918 -2.42882 1.3266 0.3661 -0.0543
C 1.84742 0.36763 -3.28570 -1.1311 -2.0630 -0.4527
N 0.66768 1.43634 -1.33965 1.1833 1.6017 -1.2494
Cl 2.04232 2.70434 -3.19466 -0.1612 2.2115 0.2473
Cl 1.22650 -0.39796 -4.61226 0.1935 -0.2296 0.0293
Br 1.87072 -1.59576 -1.15423 0.1137 -0.8580 0.0778
H -0.02409 -1.29316 0.43213 -1.2583 -1.6155 2.1195
H -0.53635 1.04888 0.29471 1.7207 -1.3352 -1.5154

105
Properties=species:S:1:pos:R:3:forces:R:3 method="wB97M-V/def2-TZVPD" homo_ev="-12.52 / -12.41" spin_multiplicity=2 total_charge=+2 s2=0.761 e_lumo_ev="-7.9 / -7.7" homo_lumo_gap_ha="0.1705 / 0.1717"
Re -0.68262 0.64708 0.02332 0.3144 0.1880 1.0306
O 1.71028 1.58138 -4.11708 -0.0031 0.0139 0.3846
C 1.24018 1.55918 -3.01308 0.1677 0.3366 -0.8976
O 1.50198 0.61148 -2.09678 0.6933 -0.5033 0.0137
C 0.31938 2.62368 -2.49338 -0.1628 0.5351 -0.1672
C 0.18828 3.79608 -3.23168 0.2376 -0.3643 0.1124
C -0.59332 4.83318 -2.74188 -0.0439 -0.1136 0.2291
C -1.16922 4.69438 -1.48958 0.0673 -0.2385 -0.1656
C -0.99432 3.49238 -0.81418 -0.2437 0.3676 0.4449
N -0.31672 2.46308 -1.32088 0.1894 -0.5720 0.0932
C -1.48192 3.33188 0.64382 -0.5267 1.0376 -0.9901
O -2.26462 4.12878 1.10402 0.0788 -0.0040 -0.1134
O -0.96522 2.32688 1.23802 0.5312 -1.6064 0.1137
H 0.72358 3.87918 -4.16328 0.0241 -0.0162 -0.1341
H -0.71822 5.74248 -3.30958 0.0237 0.0702 -0.0489
H -1.73802 5.48138 -1.01838 -0.0581 0.0071 0.0658
O -2.69712 -1.86872 0.11152 -0.5127 -0.1047 -0.4133
C -2.56232 -2.65842 1.24522 0.3452 -0.1223 0.7685
C -3.09812 -3.93122 1.40372 -0.1291 0.0262 -0.3511
C -3.03772 -4.56172 2.63462 0.0911 0.0944 0.0365
C -2.41132 -3.95582 3.71082 0.0439 -0.0082 0.0534
C -1.78522 -2.74202 3.52392 -0.1625 -0.1702 -0.1083
C -1.84772 -2.08902 2.29712 0.0159 0.1392 -0.3423
P -0.97102 -0.49732 2.17962 -0.1247 -0.0709 -0.4046
C 0.62318 -0.95162 2.92242 0.0422 0.0319 0.1828
C 1.22178 -2.13562 2.49412 -0.0374 0.2090 0.1056
C 2.38708 -2.57942 3.09152 -0.0027 -0.0283 -0.0993
C 2.95058 -1.86192 4.13702 0.0552 0.0844 0.0048
C 2.39108 -0.65712 4.52782 -0.0114 -0.0540 0.0335
C 1.25038 -0.18172 3.89822 -0.0882 -0.2037 -0.1418
C -1.89662 0.41798 3.45702 0.0830 0.0549 -0.0029
C -1.57452 0.33968 4.81112 -0.0728 0.0053 -0.1182
C -2.32472 1.03048 5.74532 -0.0703 0.0418 0.1064
C -3.42462 1.77618 5.35442 0.0159 -0.0709 -0.0452
C -3.79782 1.79628 4.02052 -0.0827 -0.0325 -0.0063
C -3.04052 1.11848 3.08522 0.1866 0.0229 -0.0755
C -2.85982 -2.49512 -1.11878 0.3320 -0.1471 -0.3236
C -3.96972 -3.26172 -1.45098 -0.0892 0.1851 0.1126
C -4.01172 -3.91152 -2.67418 0.0416 0.0561 0.1094
C -2.95402 -3.80872 -3.56378 0.0834 0.0239 -0.1006
C -1.89672 -2.96972 -3.27438 -0.1234 -0.1899 0.1187
C -1.85282 -2.28942 -2.06048 0.0970 0.0409 0.5382
P -0.66222 -0.92852 -1.86358 -0.8556 0.2455 -0.2883
C 0.94938 -1.66252 -2.13438 -0.5833 0.9688 0.1475
C 1.98598 -0.67942 -2.57738 -0.0315 0.1068 0.3975
C 3.36378 -1.06662 -2.17008 -0.0291 -0.1193 -0.0074
C 3.63538 -2.31632 -1.72108 0.6308 0.7204 -0.2530
C 2.62228 -3.27682 -1.51798 -1.1105 0.4702 0.0276
C 1.28978 -2.91042 -1.66408 0.3643 -0.8247 0.0544
C -1.09202 -0.04582 -3.41768 0.2827 -0.1415 0.0368
C -0.47802 -0.33312 -4.63418 -0.1723 0.0769 0.0714
C -0.80972 0.38908 -5.76648 0.0409 -0.0795 -0.0995
C -1.77072 1.38328 -5.70818 -0.0396 0.0243 0.0369
C -2.44642 1.61578 -4.52108 -0.0327 -0.0402 -0.0115
C -2.10702 0.90798 -3.38248 0.0229 -0.0293 0.1836
H -3.56102 -4.44532 0.57832 -0.1059 0.0018 0.0173
H -3.49132 -5.53182 2.75572 -0.0615 -0.1310 -0.0472
H -2.39562 -4.42652 4.68062 0.0321 -0.1139 0.0642
H -1.23372 -2.29102 4.33332 0.0132 0.0149 0.1144
H 0.76058 -2.70432 1.69782 -0.0335 -0.1469 -0.0208
H 2.84628 -3.49562 2.75482 0.0501 -0.1409 0.0042
H 3.83588 -2.22852 4.63162 0.1009 -0.0683 0.0583
H 2.84328 -0.07842 5.31832 0.0803 0.0667 0.0754
H 0.86108 0.79008 4.15822 -0.0808 0.0572 0.1089
H -0.74852 -0.26592 5.14982 -0.0004 0.0675 0.0547
H -2.04402 0.98188 6.78592 -0.0069 -0.0082 0.1194
H -3.99992 2.32008 6.08522 -0.0715 0.0713 0.1060
H -4.67582 2.33918 3.70382 -0.0423 0.0709 0.0113
H -3.34062 1.14388 2.04862 0.0343 0.0382 0.0093
H -4.80352 -3.33652 -0.76978 -0.0268 -0.0175 0.0839
H -4.87272 -4.50762 -2.93088 -0.1029 -0.0697 0.0094
H -2.97052 -4.34872 -4.49668 -0.0340 -0.0546 -0.1035
H -1.09732 -2.84352 -3.98838 -0.0043 0.0354 -0.1193
H 2.01218 -0.57142 -3.68048 -0.0302 -0.2770 0.1181
H 4.15148 -0.35852 -2.36758 0.1505 0.0904 0.0170
H 4.65478 -2.59682 -1.50398 0.1278 0.0370 -0.0633
H 2.88448 -4.26772 -1.18438 0.0045 -0.1609 -0.0004
H 0.50048 -3.60312 -1.40288 -0.0141 -0.0582 0.0454
H 0.27328 -1.10472 -4.70958 0.0622 -0.0973 -0.0445
H -0.31342 0.17198 -6.69728 0.1038 -0.0016 -0.1530
H -1.99902 1.97298 -6.58148 -0.0664 -0.0145 -0.1532
H -3.24122 2.34488 -4.48158 -0.0488 0.1100 0.0149
H -2.62452 1.10628 -2.45498 -0.0033 0.0351 -0.0374
O 1.40828 0.61768 0.75082 -1.2470 -0.0210 -0.4912
C 2.31608 1.47288 0.84302 0.3623 0.1322 0.4577
C 3.33318 1.33718 1.94552 0.0711 -0.1349 -0.0239
C 4.79978 1.22058 1.48522 0.0392 -0.0548 -0.2081
C 4.96688 1.31488 -0.02738 0.2270 0.2460 0.1480
C 4.78378 2.72978 -0.58098 -0.1811 -0.0878 0.0503
C 3.54758 3.42478 0.00362 0.5135 0.0696 0.0310
N 2.41328 2.52578 0.05072 -0.5932 0.0697 -0.3903
H 3.06638 0.45868 2.52522 -0.0544 0.1693 -0.1405
H 3.20138 2.21268 2.58652 -0.0496 -0.0214 0.0734
H 5.17978 0.25038 1.80472 0.0202 0.0428 0.0881
H 5.40718 1.97958 1.97432 0.0870 0.0309 0.0458
H 4.24128 0.63718 -0.48178 0.0568 -0.0369 -0.0928
H 5.96288 0.96278 -0.29498 -0.0121 -0.0820 -0.1179
H 4.70798 2.67758 -1.66918 0.0124 0.0932 -0.0454
H 5.65288 3.34178 -0.34208 0.0746 0.0127 -0.0398
H 3.26888 4.28768 -0.60278 -0.0134 -0.0306 0.1306
H 3.76388 3.78368 1.01192 -0.0667 0.0372 -0.0422
H 1.70508 2.61588 -0.66208 0.1081 -0.0077 0.2129
O -3.02682 0.91458 -0.35118 0.7883 0.0481 0.0023
H -3.46752 1.64088 0.11812 0.0708 -0.1400 0.0072
H -3.49292 0.08788 -0.14908 0.0579 -0.0004 0.1512

14
Properties=species:S:1:pos:R:3:forces:R:3 method="wB97M-V/def2-TZVPD" homo_ev="-7.32 / -9.23" e_lumo_ev="-0.1 / 0.1" e_above_lowest_kcal_mol=93.5 homo_lumo_gap_ha="0.2660 / 0.3433"
C -1.15517 1.29748 -0.23776 0.1157 -0.2156 -0.1765
C -0.63276 -0.82512 0.85746 -0.8131 0.5492 -0.6941
C 2.15743 0.45436 0.69805 -0.0700 2.4260 1.0221
C -0.99831 -0.02676 -0.32309 -0.8545 -2.4434 -3.0681
N -1.14345 2.40762 0.02568 -0.2005 2.9801 0.4029
N -1.27173 -0.70614 -1.57909 0.5384 1.9754 0.5761
F 1.90459 0.21131 -0.58317 0.0080 -0.1811 -0.4627
H -0.71718 -0.15462 1.73544 0.2548 -0.8178 -0.3117
H 0.41706 -1.05730 0.58517 -0.6222 -1.0550 1.1074
H -1.45254 -1.58712 0.83034 1.3532 -0.2356 0.7264
H 3.17498 0.30573 1.00191 0.4711 -0.6869 -0.0687
H 1.75387 1.44513 1.07188 -0.0839 -1.3667 -0.5688
H -1.12372 -0.11310 -2.44396 -0.1807 -1.2265 1.5976
H -0.91308 -1.65148 -1.63888 0.0838 0.2979 -0.0819